Record 1
{"formula": "C22H22CoNO4", "method": "ωB97M-V with the def2-TZVPD basis set", "elements": ["H", "H", "C", "H", "O", "H", "H", "C", "H", "C", "C", "H", "H", "C", "N", "H", "H", "C", "O", "H", "C", "C", "C", "H", "H", "O", "C", "O", "H", "C", "C", "H", "C", "C", "H", "Co", "H", "C", "C", "H", "C", "H", "H", "C", "C", "C", "C", "C", "H", "H"], "positions_angstrom": [[-1.65384, -11.04329, 4.30608], [-9.65870, -10.81928, 8.89812], [-2.80955, -9.60466, 3.13378], [-3.63312, -12.01907, 5.42755], [-9.93063, -12.71676, 2.81183], [-4.22045, -8.22099, 2.27168], [-11.33996, -14.60946, 7.62339], [-5.01151, -10.64749, 4.53432], [-7.34917, -9.86493, 4.53208], [-4.06955, -9.05865, 2.97555], [-9.76498, -11.23266, 6.75818], [-6.91874, -9.67927, 9.58110], [-11.03002, -14.35491, 2.16409], [-6.58835, -10.42397, 7.60958], [-10.06124, -12.10492, 5.75834], [-9.35264, -10.28510, 6.41800], [-10.28515, -15.93137, 3.85881], [-9.98487, -11.52371, 8.10269], [-7.37576, -13.10649, 4.09461], [-5.80018, -11.62296, 10.69657], [-5.16224, -9.56756, 3.69862], [-2.65393, -10.63230, 4.07761], [-10.08163, -14.86793, 4.06416], [-10.14607, -12.28005, 1.95064], [-9.25563, -14.57017, 2.10629], [-7.46671, -10.76764, 4.90839], [-6.13977, -11.31852, 5.27421], [-5.25133, -13.56096, 4.73899], [-7.13208, -9.57341, 7.15728], [-5.99058, -11.35977, 6.77749], [-5.80972, -11.53540, 9.59725], [-11.87822, -13.75587, 4.46793], [-11.11940, -14.29009, 5.06512], [-10.63120, -13.30138, 6.09961], [-6.14858, -9.11398, 3.57326], [-8.89336, -11.94882, 4.20794], [-10.64207, -13.07502, 9.52946], [-10.08920, -14.15211, 2.68815], [-6.45715, -10.46940, 8.98756], [-4.60710, -13.27578, 9.22202], [-3.71872, -11.15670, 4.76725], [-4.80322, -13.12493, 6.76548], [-11.60965, -15.05976, 5.65846], [-6.22486, -12.87257, 4.64811], [-5.22859, -12.36882, 7.41441], [-5.16828, -12.43896, 8.78884], [-10.54499, -12.76640, 8.47832], [-10.87568, -13.62964, 7.44281], [-9.05967, -14.83530, 4.48172], [-1.97965, -9.22028, 2.54870]], "nbo_charge": [0.266, 0.254, -0.003, 0.271, -0.806, 0.261, 0.246, 0.080, 0.517, -0.140, 0.063, 0.237, 0.210, -0.149, -0.630, 0.210, 0.268, -0.243, -0.799, 0.247, -0.162, -0.214, -0.447, 0.537, 0.214, -0.793, 0.146, -0.522, 0.199, -0.132, -0.172, 0.238, -0.456, 0.255, 0.193, 1.540, 0.258, -0.076, -0.217, 0.243, -0.088, 0.243, 0.250, 0.826, -0.201, -0.192, -0.096, -0.229, 0.235, 0.260], "orbital_gap_ev": [8.9, 4.2], "e_homo_ev": [-14.88, -14.80], "spin_multiplicity": 5, "e_lumo_ev": [-5.932, -10.557], "charge": 2}

Record 2
{"formula": "C22H22F6GaN3O7S2", "method": "ωB97M-V with the def2-TZVPD basis set", "elements": ["H", "C", "Ga", "H", "C", "C", "N", "O", "N", "H", "H", "H", "H", "C", "F", "F", "C", "C", "C", "C", "C", "F", "C", "H", "N", "H", "H", "H", "H", "F", "C", "H", "H", "H", "H", "F", "O", "C", "S", "C", "C", "C", "H", "C", "C", "C", "C", "S", "H", "O", "O", "H", "C", "H", "H", "O", "C", "O", "F", "H", "H", "C", "O"], "positions_angstrom": [[0.06031, -5.16697, 6.43776], [-0.52474, -1.66928, -4.01568], [-0.32234, -0.10456, 0.15266], [-1.79952, -4.55323, 2.61492], [2.19475, 1.62138, 0.99429], [1.57333, 0.60770, 0.02808], [1.64525, -0.37044, -3.41903], [3.32187, -0.83638, -1.57434], [-1.82040, -2.39464, 1.37133], [0.74054, -1.54962, 4.22492], [-1.40288, -5.98209, 4.61943], [1.08698, 0.90861, 2.71983], [2.59799, 1.76040, 3.11315], [-0.10721, -4.55398, 5.56006], [-1.78905, -1.93654, -3.66037], [0.14042, -2.83154, -4.02790], [-4.29093, 1.85504, -2.63341], [-2.99171, -1.40457, -0.31725], [-1.15303, -4.22412, 3.41751], [-1.33824, 3.53908, -1.47436], [-0.93122, -5.00997, 4.53699], [-0.54835, -1.20265, -5.26816], [-4.92993, 0.61775, -2.75014], [4.14981, 2.52799, 1.28985], [-1.95293, -1.40563, 0.42409], [1.49925, 3.35089, -0.09716], [-4.93464, -1.41624, -2.07922], [2.63385, 0.09959, 2.47379], [1.12420, -2.94088, 6.25454], [6.06029, 3.32748, -3.61841], [3.66247, 1.83342, 0.59820], [0.39206, 2.80655, 1.17637], [-0.71765, 2.80716, -1.98764], [3.74809, 2.24523, -0.41001], [-3.67844, -2.24883, -0.24331], [5.28404, 1.64458, -2.45298], [-0.65839, 0.69010, -3.01329], [1.44593, 2.95324, 0.91774], [2.81149, 0.28668, -2.35667], [-0.54822, -2.97429, 3.30612], [0.49222, -3.30680, 5.45430], [-0.79926, -2.09327, 2.12974], [1.88580, 3.67958, 1.60744], [4.88381, 2.95270, -2.90126], [-3.21330, 2.03941, -1.79250], [2.12313, 1.06443, 2.41573], [-2.70642, 0.95821, -1.02747], [0.22394, -0.43793, -2.85625], [-4.62408, 2.71178, -3.20677], [-0.03801, -1.07235, 1.97046], [-1.71381, 1.16218, -0.19029], [-1.13694, 4.53516, -1.86689], [0.28014, -2.52392, 4.32757], [4.20236, 0.88301, 0.61221], [-1.12230, 3.51042, -0.40984], [-2.73451, 3.31403, -1.72472], [-3.36104, -0.28883, -1.15735], [1.65631, 1.06109, -1.33494], [4.04160, 2.59559, -3.97662], [2.14680, -0.32398, 0.09187], [-5.77138, 0.50051, -3.42122], [-4.46426, -0.44095, -2.01052], [0.01611, -1.18655, -1.56498]], "nbo_charge": [0.197, 0.730, 1.827, 0.233, -0.087, -0.407, -1.187, -0.955, -0.433, 0.238, 0.199, 0.213, 0.190, -0.225, -0.327, -0.325, -0.239, 0.171, -0.189, -0.249, -0.233, -0.323, -0.252, 0.187, -0.403, 0.230, 0.195, 0.207, 0.202, -0.471, -0.623, 0.197, 0.224, 0.247, 0.175, -0.472, -0.944, -0.609, 1.734, -0.024, -0.228, 0.550, 0.190, 0.423, 0.242, -0.602, 0.424, 2.248, 0.208, -0.798, -0.874, 0.169, -0.193, 0.210, 0.185, -0.522, -0.218, -0.781, -0.454, 0.231, 0.194, -0.194, -1.027], "orbital_gap_ev": 5.4, "e_homo_ev": -1.30, "e_lumo_ev": 4.062, "relative_energy_kcal_mol": 6.3, "charge": -2}

Record 3
{"formula": "C22H22LiN7O6S5", "method": "ωB97M-V with the def2-TZVPD basis set", "elements": ["H", "C", "C", "Li", "C", "C", "C", "C", "N", "H", "N", "C", "C", "N", "C", "C", "H", "C", "C", "O", "H", "H", "H", "H", "H", "H", "O", "O", "S", "C", "C", "S", "H", "O", "H", "H", "S", "H", "N", "H", "H", "H", "C", "H", "H", "S", "C", "H", "C", "C", "S", "O", "C", "N", "C", "C", "C", "O", "N", "N", "H", "H", "H"], "positions_angstrom": [[-0.90531, -4.58888, -0.80357], [-2.10863, -4.56219, -2.25011], [0.89995, -2.77381, 3.26863], [0.79448, -0.53282, -2.09127], [-0.14637, -2.90833, -2.32381], [-0.05572, 1.62778, -4.34899], [-0.63150, 2.02089, -5.61034], [1.30065, 1.74185, -4.20393], [-0.10499, -0.08337, -0.23799], [-1.39781, -2.11053, -4.46048], [-3.03163, 1.60425, 0.96514], [-3.09140, -3.43914, -4.61626], [-0.63796, 3.17682, 2.98585], [-0.55952, 1.74727, 0.92232], [1.92764, -1.69083, 2.98234], [-1.93098, -2.95269, -4.03682], [1.38894, -3.67209, 3.64840], [-0.33567, 3.05702, 1.49334], [-1.41666, -3.50313, -2.86610], [-3.99885, 0.91820, 0.70108], [1.63738, 4.85366, 3.78739], [-4.66404, -4.89513, -4.45424], [-3.78239, -5.87911, -2.35329], [0.16616, -2.43249, 4.00023], [2.15297, 1.32266, 1.55093], [-1.46701, 2.53804, 3.28888], [0.49413, -2.09677, -3.02045], [0.24214, 3.05171, 5.43155], [0.01592, -3.14532, 1.72897], [0.40937, 0.96201, 0.38502], [-1.75717, 1.10786, 0.63027], [2.21362, 1.37146, -2.75939], [0.70327, 3.29919, 1.28094], [-3.09882, 2.68392, 1.55904], [-3.48019, -2.98386, -5.51791], [2.63934, -1.58321, 3.80173], [0.67975, 2.73253, 4.09272], [2.29281, 3.65378, 2.64795], [1.32210, -2.77279, -0.59445], [2.11259, 2.17188, -0.04106], [1.44098, -0.73098, 2.81134], [2.41255, 0.45110, 0.02894], [1.38222, -2.73371, 0.66437], [2.91079, 3.72343, 5.65647], [-0.91536, 4.20147, 3.23595], [-1.18889, 1.08015, -3.15556], [1.85933, 1.25860, 0.50049], [-0.94617, 3.78098, 0.95999], [-1.44719, -0.00880, -0.09083], [2.02119, 3.83738, 3.68769], [2.84208, -2.19923, 1.50837], [-1.69753, -5.13125, -1.10177], [-3.27040, -5.05968, -2.84323], [-1.12701, 2.33728, -6.60354], [-3.75357, -4.50236, -4.01397], [2.07234, 2.25304, -5.29994], [3.19721, 3.57483, 4.61612], [1.11627, 1.39035, 3.79561], [2.71289, 2.64836, -6.17599], [0.14147, -3.30073, -1.07551], [3.55851, 2.55463, 4.49440], [4.01007, 4.25889, 4.37478], [-2.12237, -0.72002, -0.53643]], "nbo_charge": [0.506, 0.423, -0.545, 0.823, 0.623, -0.291, 0.309, -0.313, -0.515, 0.256, 0.528, -0.279, -0.679, -0.346, -0.540, -0.131, 0.202, -0.217, -0.245, -0.374, 0.229, 0.190, 0.200, 0.221, 0.219, 0.281, -0.750, -0.963, 0.233, 0.473, 0.098, -0.537, 0.224, -0.468, 0.204, 0.219, 2.187, 0.241, -0.286, 0.258, 0.234, 0.273, -0.094, 0.224, 0.245, -0.482, -0.695, 0.246, 0.069, -0.667, 0.237, -0.730, -0.329, -0.426, -0.196, 0.311, -0.618, -0.962, -0.433, -0.571, 0.231, 0.216, 0.251], "orbital_gap_ev": 4.3, "e_homo_ev": -0.97, "e_lumo_ev": 3.302, "relative_energy_kcal_mol": 20.3, "charge": -2}

Record 4
{"formula": "C22H22MnN8O7S", "method": "ωB97M-V with the def2-TZVPD basis set", "elements": ["H", "H", "N", "O", "H", "N", "C", "N", "C", "O", "C", "H", "H", "C", "C", "H", "C", "S", "H", "C", "H", "C", "H", "C", "C", "C", "O", "H", "C", "N", "C", "H", "H", "Mn", "C", "H", "N", "C", "N", "N", "N", "C", "O", "H", "C", "C", "O", "C", "C", "H", "H", "O", "H", "C", "O", "H", "C", "H", "H", "H", "H"], "positions_angstrom": [[0.27070, -4.23164, 1.86580], [2.97747, 1.66200, 4.14807], [-3.56275, 1.16957, -0.32103], [-2.98518, 2.36204, -0.42229], [-0.13002, 4.89191, -1.03627], [0.00437, 2.82305, 2.11838], [-3.67249, 0.38683, -1.41837], [-0.95575, 4.33993, -1.25775], [-0.23839, -2.34702, 0.95356], [1.91397, 3.01570, -2.01394], [2.79634, 0.81579, -0.93601], [4.30923, -1.74172, 0.67096], [-1.11999, 2.88776, 3.83166], [-0.14109, 2.66423, 3.42194], [-4.76680, -1.28936, -0.11303], [-0.11927, -1.69649, -2.37041], [-0.04757, -2.27205, -1.45843], [2.46535, 2.54446, -0.75977], [-5.23181, -2.26007, -0.03038], [3.12545, -1.94427, -1.11276], [4.01001, 0.70954, 0.81665], [3.55844, 0.14734, 0.01173], [0.60170, -4.10530, -2.39393], [0.45886, -4.26139, -0.26288], [2.10944, 1.99269, 3.58896], [3.72332, -1.22053, -0.07463], [-0.65749, 0.46585, -1.29572], [1.93309, -1.79790, -2.89333], [0.16730, -3.66724, 0.95495], [3.21335, -3.32134, -1.15219], [-0.34291, -1.64827, -0.24533], [-0.46184, -1.83393, 1.87661], [0.78726, 2.13321, 5.29837], [-0.84425, 2.38867, -0.15758], [0.35524, -3.59405, -1.47697], [-3.23718, 0.79913, -2.31299], [2.27788, 2.11332, 2.28397], [2.38726, -1.25308, -2.07652], [-2.12157, 5.20384, -1.09040], [1.19625, 2.62501, 0.24000], [0.91997, -5.65629, -0.25878], [1.21949, 2.52516, 1.58653], [-1.01322, 0.33401, 0.87857], [-3.88944, 1.45697, 1.68417], [-4.27160, -0.84728, -1.33196], [-4.65721, -0.46212, 0.99797], [1.01556, -6.21618, 0.81713], [-4.04683, 0.76150, 0.87544], [-0.70405, -0.19632, -0.21902], [-0.86275, 4.18126, -2.25824], [-2.91765, 4.56982, -1.10679], [1.23221, -6.15638, -1.32140], [-5.02351, -0.76460, 1.96621], [0.90415, 2.25035, 4.23336], [3.61594, 3.20375, -0.20716], [3.98054, -3.72805, -0.64377], [2.22084, 0.11463, -1.98217], [3.06257, -3.74868, -2.05060], [-2.08732, 5.53024, -0.12866], [-4.33023, -1.45641, -2.21958], [1.62662, 0.64840, -2.70996]], "nbo_charge": [0.248, 0.193, 0.064, -0.686, 0.390, -0.576, 0.039, -0.743, -0.158, -0.981, -0.402, 0.209, 0.191, 0.115, -0.159, 0.241, -0.160, 2.350, 0.233, 0.276, 0.251, -0.141, 0.241, 0.113, 0.117, -0.306, -0.786, 0.205, -0.229, -0.829, -0.141, 0.242, 0.224, 1.538, -0.219, 0.249, -0.490, -0.308, -0.648, -1.059, 0.518, 0.570, -0.764, 0.241, -0.217, -0.224, -0.378, 0.049, 0.748, 0.381, 0.360, -0.387, 0.239, -0.371, -0.935, 0.386, -0.139, 0.382, 0.345, 0.239, 0.246], "orbital_gap_ev": [7.2, 7.3], "e_homo_ev": [-7.80, -7.85], "spin_multiplicity": 6, "e_lumo_ev": [-0.558, -0.565], "relative_energy_kcal_mol": 9.1}

One value per record, in order, for molar mass: 423.354 688.277 647.737 597.472 Da.
One value per record, in order, for E: -70461.34766 -132326.00902 -100269.14605 -91578.04866 eV.